[1]
10
Properties=species:S:1:pos:R:3 method="wB97M-V/def2-TZVPD" e_above_lowest_kcal_mol=71.1 total_energy_ha=-665.2723 homo_energy_ev=-9.261
C -1.69 1.14 -0.37
C -1.85 -0.13 -0.46
C 1.56 -1.13 0.55
O 2.13 1.18 -0.34
O -2.16 -1.25 -0.47
S 2.58 -0.21 -0.27
H -2.27 2.05 -0.83
H -0.94 1.39 0.32
H 1.78 -2.22 0.56
H 0.86 -0.83 1.30

***

[2]
12
Properties=species:S:1:pos:R:3 method="wB97M-V/def2-TZVPD" e_above_lowest_kcal_mol=112.5 total_energy_ha=-323.3405 homo_energy_ev=-8.907
O -1.06 1.75 0.01
C -0.82 -0.57 -0.09
C 0.48 -1.06 -0.44
C 0.76 0.39 -0.52
C 0.28 1.59 -0.34
C 1.20 -1.72 0.64
N 1.72 -2.22 1.54
H -1.10 1.90 0.95
H -1.18 -0.57 0.94
H -1.61 -0.49 -0.83
H 0.54 -1.55 -1.40
H 0.79 2.55 -0.45

***

[3]
102
Properties=species:S:1:pos:R:3 method="wB97M-V/def2-TZVPD" total_energy_ha=-2980.8903 smiles="CC[C@@H](I)O[P@@](=O)(O)OCC(=O)c1ccccc1.CCOC(C)=O.CCOC(C)=O.CCOC(C)=O.CCOC(C)=O.CCOC(C)=O" homo_energy_ev=-8.415
C -4.18 9.38 8.79
C -3.93 7.89 8.08
C -3.87 8.13 6.42
I -1.81 8.22 5.70
O -4.76 7.23 5.68
P -4.04 5.68 5.34
O -3.13 5.09 6.49
O -5.40 4.54 5.20
O -3.27 5.63 3.74
C -2.49 4.38 3.64
C -2.03 4.00 2.09
O -2.61 4.51 0.98
C -0.75 2.92 2.00
C -0.94 1.58 2.98
C 0.31 0.49 2.99
C 1.69 0.71 2.08
C 1.78 2.05 1.14
C 0.57 3.20 1.07
H -3.73 10.26 8.13
H -3.61 9.46 9.84
H -5.33 9.62 8.94
H -2.87 7.53 8.47
H -4.77 7.14 8.40
H -4.32 9.22 6.28
H -6.13 5.04 4.71
H -3.01 3.43 4.07
H -1.48 4.54 4.23
H -1.91 1.41 3.64
H 0.24 -0.46 3.67
H 2.60 -0.03 2.10
H 2.74 2.28 0.50
H 0.65 4.18 0.41
C 4.56 1.11 -3.74
C 4.80 1.51 -2.30
O 3.80 0.95 -1.43
C 3.87 -0.29 -0.88
C 4.88 -1.26 -1.42
O 3.07 -0.63 -0.01
H 4.63 0.02 -3.87
H 5.28 1.58 -4.40
H 3.55 1.40 -4.05
H 5.81 1.26 -1.96
H 4.71 2.60 -2.21
H 4.41 -1.86 -2.21
H 5.19 -1.92 -0.61
H 5.78 -0.79 -1.80
C 0.64 -5.72 -0.31
C 2.03 -6.31 -0.20
O 2.98 -5.55 -0.97
C 3.63 -4.46 -0.52
C 3.15 -3.79 0.74
O 4.55 -3.97 -1.17
H 0.61 -4.70 0.10
H -0.09 -6.33 0.23
H 0.34 -5.65 -1.36
H 2.36 -6.42 0.84
H 2.02 -7.32 -0.62
H 2.44 -3.01 0.48
H 4.01 -3.35 1.25
H 2.70 -4.48 1.45
C 4.93 -5.53 -3.78
C 6.37 -5.41 -3.30
O 7.14 -6.57 -3.69
C 7.76 -6.70 -4.88
C 7.41 -5.76 -5.99
O 8.54 -7.63 -5.07
H 4.88 -5.57 -4.87
H 4.34 -4.68 -3.43
H 4.48 -6.46 -3.41
H 6.85 -4.49 -3.62
H 6.37 -5.39 -2.20
H 6.61 -6.20 -6.59
H 8.30 -5.62 -6.61
H 7.12 -4.77 -5.65
C 0.42 -7.36 -6.21
C -1.00 -7.24 -5.69
O -1.02 -7.12 -4.26
C -0.89 -5.96 -3.58
C -0.40 -4.74 -4.32
O -1.09 -5.92 -2.37
H 1.01 -6.47 -5.98
H 0.43 -7.51 -7.29
H 0.93 -8.21 -5.73
H -1.55 -6.42 -6.16
H -1.54 -8.16 -5.93
H 0.69 -4.68 -4.22
H -0.85 -3.86 -3.86
H -0.68 -4.73 -5.37
C -7.18 5.99 -0.27
C -7.12 4.78 0.64
O -6.98 5.16 2.01
C -8.02 5.46 2.83
C -9.37 5.71 2.23
O -7.83 5.61 4.04
H -8.06 6.61 -0.04
H -7.23 5.69 -1.32
H -6.30 6.63 -0.12
H -7.97 4.10 0.50
H -6.22 4.19 0.39
H -9.49 6.78 2.03
H -10.13 5.39 2.95
H -9.55 5.14 1.32